No. 1
DFT (ωB97M-V/def2-TZVPD) results for a structure of composition C27H39N4O2SSbSi3Sr.

Computed properties:
* total energy: -80536.489 eV
* energy relative to the best compared isomer or geometry (same formula, charge and spin): 10.4 kJ/mol
* charge: -2
* strongest force on any atom: 0.38 eV Å⁻¹
* gap between HOMO and LUMO: 5.224 eV

Geometry (Å):
Sr -0.13 -0.73 2.84
O 3.59 -3.64 3.32
C 2.52 -3.04 3.06
N 1.73 -2.31 3.83
C 1.99 -2.23 5.22
C 2.65 -3.24 5.93
C 2.86 -3.17 7.30
C 2.43 -2.05 7.99
C 1.75 -1.04 7.32
C 1.50 -1.11 5.95
N 0.85 -0.08 5.24
C 0.06 0.77 5.88
O -0.33 0.80 7.07
C -0.48 1.90 5.00
C -1.03 3.03 5.61
C -1.56 4.04 4.82
C -1.56 3.88 3.44
C -1.02 2.72 2.91
N -0.47 1.77 3.67
C 2.05 -3.16 1.61
C 2.75 -3.99 0.74
C 2.29 -4.15 -0.55
C 1.15 -3.47 -0.95
C 0.52 -2.64 -0.04
N 0.97 -2.49 1.21
H 3.01 -4.09 5.38
H 3.37 -3.97 7.81
H 2.60 -1.96 9.06
H 1.38 -0.19 7.86
H -1.05 3.07 6.69
H -1.98 4.93 5.27
H -1.98 4.63 2.78
H -1.06 2.50 1.85
H 3.63 -4.49 1.13
H 2.82 -4.80 -1.25
H 0.75 -3.57 -1.96
H -0.36 -2.05 -0.28
S -1.61 0.05 0.56
C -0.87 -2.25 -5.51
Si -1.50 -0.51 -5.07
C -0.71 0.62 -6.39
C -3.34 -0.57 -5.55
Sb -1.35 -0.33 -2.42
Si 1.04 0.50 -2.71
C 1.84 0.80 -1.04
C 1.29 2.08 -3.72
C 2.06 -0.82 -3.60
Si -2.38 2.00 -2.22
C -1.35 3.13 -1.13
C -2.52 2.89 -3.89
C -4.12 1.83 -1.54
H -1.04 -2.47 -6.57
H -1.39 -3.00 -4.92
H 0.20 -2.35 -5.31
H -1.00 0.28 -7.39
H 0.38 0.60 -6.33
H -1.03 1.66 -6.27
H -3.46 -0.89 -6.59
H -3.82 0.40 -5.44
H -3.87 -1.28 -4.91
H 1.30 1.58 -0.49
H 2.88 1.11 -1.16
H 1.80 -0.10 -0.42
H 0.81 2.94 -3.26
H 0.89 1.97 -4.73
H 2.36 2.29 -3.79
H 2.00 -1.77 -3.08
H 3.11 -0.52 -3.64
H 1.71 -0.97 -4.63
H -0.51 3.56 -1.68
H -0.98 2.55 -0.29
H -1.97 3.96 -0.76
H -1.54 3.01 -4.35
H -2.95 3.89 -3.73
H -3.16 2.35 -4.59
H -4.07 1.28 -0.60
H -4.76 1.29 -2.24
H -4.56 2.82 -1.36



No. 2
DFT (ωB97M-V/def2-TZVPD) results for a structure of composition C27H40AlClF8NO6S in a non-equilibrium geometry.

Computed properties:
* total energy: -94076.599 eV
* charge: +3
* strongest force on any atom: 5.89 eV Å⁻¹
* gap between HOMO and LUMO: 1.662 eV

Geometry (Å):
C 3.58 1.11 -3.67
C 2.94 0.26 -2.49
C 1.48 -0.12 -2.86
F 1.34 -1.53 -2.64
C 0.24 0.73 -2.43
C 0.17 1.91 -3.50
C -0.30 1.50 -4.92
O 0.54 1.37 -5.74
Cl -1.95 1.26 -5.51
O -0.90 -0.12 -2.86
S -2.30 0.25 -2.18
O -2.73 1.59 -2.57
O -3.27 -0.66 -2.76
C -2.28 0.11 -0.31
C -2.88 -1.32 -0.08
C -3.12 -1.84 1.40
C -4.59 -1.71 1.86
F -4.92 -0.97 2.91
C -5.65 -2.38 1.25
F -6.89 -2.13 1.48
F -5.38 -3.30 0.37
C -3.25 1.19 0.24
F -2.83 2.56 0.10
F -3.57 1.09 1.58
C -4.73 1.18 -0.43
F -5.71 1.00 0.51
F -4.96 2.41 -0.99
C -0.70 0.28 0.07
C 0.06 -1.09 -0.05
C 0.05 -2.15 1.09
C 1.49 -2.79 1.36
C 1.63 -4.11 0.46
O 2.81 -4.77 0.84
C -0.63 0.76 1.56
C 0.72 0.64 2.36
C 0.45 0.13 3.84
C 1.76 -0.25 4.61
O 2.23 -1.54 4.19
C 3.61 -1.44 3.79
C 0.06 1.28 -0.97
C 1.25 2.07 -0.30
C 1.95 3.20 -1.10
C 3.51 3.32 -1.14
N 1.35 4.16 -1.69
H 4.70 1.08 -3.56
H 3.36 0.67 -4.67
H 3.29 2.18 -3.66
H 3.52 -0.70 -2.55
H 3.15 0.66 -1.48
H 1.50 -0.11 -3.98
H 1.16 2.42 -3.62
H -0.50 2.74 -3.15
H -2.37 -2.13 -0.64
H -3.91 -1.34 -0.51
H -2.97 -2.96 1.37
H -2.42 -1.49 2.18
H -4.86 0.40 -1.21
H -0.33 -1.63 -0.96
H 1.13 -0.86 -0.30
H -0.32 -1.83 2.10
H -0.59 -3.02 0.80
H 1.45 -3.16 2.41
H 2.32 -2.07 1.20
H 0.80 -4.83 0.66
H 1.61 -3.88 -0.63
H 2.62 -5.55 1.39
H -1.39 0.30 2.24
H -0.89 1.86 1.56
H 1.53 0.06 1.86
H 1.14 1.68 2.50
H -0.02 0.98 4.39
H -0.28 -0.71 3.85
H 2.55 0.53 4.60
H 1.46 -0.39 5.69
H 4.03 -2.48 3.84
H 4.24 -0.83 4.48
H 3.63 -1.05 2.74
H -0.67 2.13 -1.08
H 0.86 2.63 0.59
H 1.98 1.35 0.15
H 3.74 4.17 -0.45
H 3.89 3.63 -2.14
H 4.03 2.43 -0.71
H 0.33 4.01 -1.57
Al -2.19 3.99 1.60



No. 3
DFT (ωB97M-V/def2-TZVPD) results for a cluster of 18 separate species, C27H40BCl51N4O4P in total in a non-equilibrium geometry.

Computed properties:
* total energy: -691402.161 eV
* charge: +1
* strongest force on any atom: 1.99 eV Å⁻¹
* gap between HOMO and LUMO: 7.413 eV

Geometry (Å):
C 4.94 -2.12 2.11
B 3.87 -0.99 2.19
O 3.21 -0.78 3.38
N 3.52 -0.04 1.08
C 4.09 -0.28 -0.12
N 3.74 -1.26 -0.99
N 5.08 0.61 -0.47
P 6.75 0.06 -0.21
N 7.56 0.63 -1.59
O 7.26 1.05 0.98
C 4.59 1.87 0.14
C 3.70 1.42 1.32
C 2.42 2.26 1.18
C 1.58 2.38 2.45
C 0.69 1.16 2.65
C -0.22 0.93 1.45
O -1.30 0.07 1.87
C -1.42 -1.05 1.10
C -1.72 -0.83 -0.37
O -1.32 -2.14 1.59
H 5.61 -1.97 2.95
H 4.44 -3.07 2.30
H 5.49 -2.18 1.17
H 2.55 -1.48 3.53
H 3.14 -0.97 -1.75
H 4.07 -2.21 -0.98
H 7.99 -0.19 -2.01
H 6.89 0.97 -2.28
H 7.19 1.99 0.74
H 3.96 2.33 -0.62
H 5.33 2.58 0.50
H 4.08 1.60 2.32
H 1.84 1.93 0.32
H 2.79 3.26 0.93
H 0.94 3.26 2.40
H 2.26 2.53 3.29
H 0.13 1.21 3.58
H 1.33 0.29 2.72
H -0.61 1.88 1.07
H 0.37 0.42 0.70
H -0.96 -0.23 -0.85
H -1.67 -1.81 -0.82
H -2.70 -0.40 -0.49
C -2.64 3.81 3.05
Cl -3.99 4.71 3.72
Cl -2.22 4.42 1.44
Cl -1.24 3.90 4.12
H -2.94 2.77 2.95
C -1.87 -5.04 0.06
Cl -2.63 -6.40 0.88
Cl -0.57 -5.60 -1.01
Cl -3.05 -4.10 -0.85
H -1.43 -4.39 0.81
C -2.35 -4.14 4.10
Cl -0.88 -5.12 4.15
Cl -3.78 -5.14 4.35
Cl -2.29 -2.85 5.31
H -2.42 -3.68 3.13
C -1.40 -0.28 7.79
Cl -2.27 0.21 9.24
Cl -1.07 1.11 6.75
Cl 0.10 -1.12 8.20
H -2.02 -0.97 7.24
C 1.71 -0.35 -4.52
Cl 1.11 0.14 -2.92
Cl 3.14 0.59 -4.94
Cl 2.03 -2.09 -4.54
H 0.94 -0.15 -5.26
C -6.11 1.94 8.01
Cl -4.41 1.81 7.56
Cl -6.36 1.37 9.66
Cl -6.69 3.60 7.83
H -6.69 1.31 7.35
C -5.65 -9.16 1.41
Cl -5.10 -8.52 2.96
Cl -6.65 -10.59 1.64
Cl -6.53 -7.92 0.50
H -4.78 -9.44 0.83
C -5.19 -1.62 -3.23
Cl -6.05 -1.38 -1.71
Cl -3.73 -0.60 -3.29
Cl -4.76 -3.31 -3.45
H -5.84 -1.32 -4.05
C -4.16 -5.65 -7.05
Cl -2.88 -5.14 -8.15
Cl -3.49 -6.26 -5.54
Cl -5.27 -4.32 -6.74
H -4.72 -6.45 -7.53
C -9.18 -0.83 0.97
Cl -9.42 0.76 0.25
Cl -9.48 -2.11 -0.20
Cl -7.55 -0.97 1.64
H -9.88 -0.94 1.78
C -1.06 7.70 2.66
Cl -2.42 8.59 3.35
Cl -0.61 8.35 1.09
Cl 0.32 7.70 3.76
H -1.37 6.67 2.52
C -2.68 5.77 8.69
Cl -2.94 5.31 10.37
Cl -2.13 4.39 7.74
Cl -4.14 6.47 8.00
H -1.90 6.52 8.66
C -1.06 0.69 -8.13
Cl -2.22 1.73 -7.30
Cl -0.89 1.14 -9.82
Cl 0.52 0.71 -7.32
H -1.44 -0.33 -8.09
C 9.94 1.87 3.15
Cl 11.58 1.71 2.52
Cl 9.86 1.41 4.85
Cl 9.33 3.51 2.91
H 9.30 1.19 2.59
C 0.65 -1.26 -12.82
Cl 2.22 -1.56 -13.56
Cl 0.68 -1.72 -11.11
Cl 0.18 0.43 -13.01
H -0.08 -1.88 -13.32
C 5.94 -1.93 -5.12
Cl 5.30 -1.48 -3.53
Cl 7.34 -0.93 -5.52
Cl 6.35 -3.64 -5.15
H 5.17 -1.75 -5.85
C 0.20 5.48 -7.18
Cl -0.29 6.96 -8.00
Cl -0.14 4.07 -8.17
Cl 1.92 5.54 -6.75
H -0.36 5.40 -6.26



No. 4
DFT (ωB97M-V/def2-TZVPD) results for a cluster of 3 separate species, C27H40Br2F4N3O8P in total in a non-equilibrium geometry.

Computed properties:
* total energy: -209732.127 eV
* structure (SMILES): C/C(Br)=C(\Br)c1c(P(=N)(O)O)cc(C(F)(F)C(F)F)c2c1C(=O)C=CC2=O.COCCNCCOC.COCCNCCOC
* charge: 0
* strongest force on any atom: 4.75 eV Å⁻¹
* gap between HOMO and LUMO: 6.750 eV

Geometry (Å):
C 4.60 5.30 0.25
C 3.80 3.91 0.26
Br 3.81 2.91 1.98
C 3.14 3.45 -0.92
Br 3.14 4.39 -2.65
C 2.32 2.07 -0.86
C 0.87 2.08 -0.31
P -0.06 3.62 0.27
N 0.33 4.11 1.74
O -1.74 3.24 0.29
O 0.16 4.80 -0.94
C 0.13 0.70 -0.24
C 0.77 -0.63 -0.73
C -0.06 -1.98 -0.61
F -0.83 -2.11 -1.82
F 0.73 -3.14 -0.33
C -1.17 -1.88 0.59
F -0.50 -1.51 1.83
F -1.66 -3.21 0.81
C 2.21 -0.62 -1.32
C 3.00 0.74 -1.37
C 4.50 0.72 -1.94
O 5.05 1.68 -2.52
C 5.31 -0.65 -1.72
C 4.58 -1.88 -1.69
C 2.98 -1.88 -1.90
O 2.47 -2.84 -2.53
H 4.97 5.59 1.30
H 5.54 5.13 -0.38
H 3.99 6.16 -0.22
H 1.06 3.47 2.10
H -2.10 3.25 -0.63
H -0.09 4.44 -1.83
H -0.94 0.75 0.19
H -2.00 -1.13 0.34
H 6.46 -0.65 -1.60
H 5.17 -2.85 -1.56
C 1.12 -3.94 2.66
O 2.03 -4.12 3.74
C 1.95 -5.41 4.33
C 3.23 -6.20 4.06
N 3.33 -6.57 2.64
C 4.64 -7.10 2.26
C 5.84 -6.15 2.35
O 5.79 -5.07 1.42
C 5.06 -3.94 1.87
H 1.15 -2.89 2.36
H 1.42 -4.55 1.80
H 0.10 -4.19 2.96
H 1.07 -5.97 4.00
H 1.86 -5.26 5.41
H 3.24 -7.10 4.67
H 4.08 -5.57 4.35
H 3.14 -5.76 2.07
H 4.55 -7.43 1.22
H 4.85 -8.00 2.85
H 6.73 -6.73 2.09
H 6.01 -5.78 3.37
H 5.12 -3.80 2.95
H 4.02 -4.01 1.54
H 5.49 -3.05 1.39
C -8.36 4.96 -0.53
O -8.44 3.68 -1.13
C -8.62 3.72 -2.54
C -7.38 3.19 -3.26
N -6.25 4.11 -3.12
C -4.97 3.55 -3.56
C -4.42 2.35 -2.78
O -4.04 2.66 -1.44
C -5.09 2.60 -0.49
H -8.36 4.83 0.55
H -7.42 5.46 -0.81
H -9.21 5.58 -0.81
H -8.88 4.73 -2.89
H -9.46 3.07 -2.78
H -7.60 3.05 -4.32
H -7.14 2.21 -2.83
H -6.16 4.38 -2.14
H -4.24 4.36 -3.50
H -5.05 3.29 -4.62
H -3.50 2.04 -3.28
H -5.09 1.49 -2.80
H -5.83 1.84 -0.75
H -5.56 3.57 -0.38
H -4.65 2.33 0.48



No. 5
DFT (ωB97M-V/def2-TZVPD) results for the molecule C27H40N2O6 in a non-equilibrium geometry.

Computed properties:
* total energy: -43912.692 eV
* energy relative to the best compared isomer or geometry (same formula, charge and spin): 6.0 kJ/mol
* structure (SMILES): CCO[C@H]1OC(C(=O)N2CCN(Cc3ccc4c(c3)OCO4)CC2)=C[C@@H](C(C)(C)C)[C@@H]1CCCO
* charge: 0
* strongest force on any atom: 1.27 eV Å⁻¹
* gap between HOMO and LUMO: 8.729 eV

Geometry (Å):
C 3.57 4.23 -0.51
C 2.95 3.18 0.40
O 3.39 1.91 -0.04
C 3.01 0.84 0.75
O 1.60 0.69 0.60
C 1.11 -0.43 1.21
C -0.25 -0.34 1.84
O -0.47 -0.96 2.87
N -1.18 0.44 1.25
C -1.14 0.95 -0.09
C -2.14 0.18 -0.96
N -3.47 0.31 -0.40
C -4.50 -0.26 -1.25
C -5.87 0.15 -0.79
C -6.10 1.48 -0.46
C -7.35 1.93 -0.03
C -8.36 0.99 0.04
C -8.13 -0.34 -0.30
C -6.90 -0.79 -0.71
O -9.29 -1.05 -0.14
C -10.26 -0.12 0.31
O -9.66 1.15 0.42
C -3.50 -0.25 0.94
C -2.51 0.50 1.82
C 1.83 -1.54 1.33
C 3.15 -1.73 0.65
C 2.98 -2.66 -0.59
C 2.41 -4.01 -0.13
C 2.02 -2.05 -1.61
C 4.34 -2.93 -1.25
C 3.83 -0.38 0.30
C 5.23 -0.34 0.93
C 6.07 0.90 0.63
C 6.35 1.11 -0.85
O 7.24 2.17 -1.09
H 4.66 4.13 -0.49
H 3.30 5.23 -0.16
H 3.23 4.10 -1.53
H 1.85 3.23 0.35
H 3.26 3.33 1.44
H 3.20 1.05 1.82
H -1.44 2.00 -0.07
H -0.14 0.87 -0.51
H -1.82 -0.88 -1.03
H -2.14 0.60 -1.97
H -4.43 -1.36 -1.29
H -4.34 0.12 -2.27
H -5.28 2.17 -0.52
H -7.53 2.96 0.23
H -6.74 -1.82 -0.96
H -11.09 -0.08 -0.41
H -10.64 -0.43 1.29
H -3.23 -1.32 0.93
H -4.51 -0.14 1.34
H -2.81 1.55 1.89
H -2.47 0.06 2.82
H 1.42 -2.37 1.89
H 3.81 -2.27 1.35
H 2.41 -4.72 -0.96
H 1.39 -3.91 0.22
H 3.02 -4.44 0.67
H 1.91 -2.72 -2.47
H 1.04 -1.90 -1.17
H 2.38 -1.10 -1.98
H 4.79 -2.02 -1.64
H 4.22 -3.62 -2.08
H 5.03 -3.37 -0.53
H 3.92 -0.28 -0.78
H 5.12 -0.43 2.01
H 5.78 -1.22 0.58
H 7.03 0.79 1.16
H 5.59 1.79 1.02
H 6.75 0.18 -1.29
H 5.43 1.38 -1.37
H 8.06 2.01 -0.61